Entry 1:
{"formula": "C5H13NO3", "method": "ωB97M-V/def2-TZVPD", "multiplicity": 1, "charge": 0, "homo_lumo_gap_ev": 7.80, "relative_energy_ev": 6.057, "homo_energy_ev": -7.340, "elements": ["C", "C", "C", "C", "C", "N", "O", "O", "O", "H", "H", "H", "H", "H", "H", "H", "H", "H", "H", "H", "H", "H"], "xyz": [[0.722298, 0.780442, -0.224038], [0.762250, -0.486622, -1.065470], [0.275097, 0.189979, 1.758682], [-0.726525, -1.938137, -2.269809], [-0.185172, 1.449792, 2.426305], [-0.612253, -0.744895, -1.475649], [-1.189187, -0.984862, 0.148655], [-0.255756, 1.639514, -0.530507], [1.940631, 1.360124, -0.108708], [-2.157634, -1.026009, 0.211794], [-0.847519, 1.147506, -1.155392], [1.842737, 2.214006, 0.336026], [1.396620, -0.313439, -1.954013], [1.197616, -1.304159, -0.478217], [1.328196, -0.048451, 1.871974], [-0.221044, -0.707058, 2.103367], [-0.329871, -2.830206, -1.763625], [-1.774134, -2.108408, -2.519428], [-0.159984, -1.801108, -3.203860], [-1.052614, 1.324274, 3.082414], [0.614878, 1.917196, 3.002855], [-0.568629, 2.270521, 1.806645]], "forces_ev_per_a": [[-1.06, -2.07, 3.84], [0.09, 0.55, 0.33], [2.19, 1.10, -2.27], [-0.39, -0.80, 0.30], [-0.28, 0.85, 0.62], [-0.75, 0.05, 2.82], [0.62, -0.83, -3.41], [-0.89, 0.53, -1.52], [0.63, 0.31, -0.12], [-0.01, 0.09, -0.99], [0.26, 0.50, 0.63], [-0.07, -0.18, -0.05], [-0.41, -0.10, 0.04], [-0.09, 0.05, -0.14], [0.34, 0.39, 0.61], [-0.59, -0.01, -0.72], [-0.03, 0.16, -0.04], [0.08, -0.01, -0.05], [-0.14, 0.23, 0.31], [0.28, -0.40, 0.26], [-0.05, -0.03, 0.26], [0.27, -0.36, -0.71]], "lowdin_charge": [-0.527, -0.138, -0.118, -0.100, -0.166, -0.104, -0.100, 0.031, 0.053, 0.077, 0.113, 0.122, 0.146, 0.136, 0.056, 0.056, 0.093, 0.084, 0.101, 0.063, 0.062, 0.062]}

***

Entry 2:
{"formula": "C2HFLi3O2", "method": "ωB97M-V/def2-TZVPD", "multiplicity": 1, "charge": 1, "homo_lumo_gap_ev": [6.41, 6.39], "relative_energy_ev": 0.679, "homo_energy_ev": [-10.167, -10.152], "elements": ["O", "C", "C", "O", "Li", "F", "H", "Li", "Li"], "xyz": [[-0.330380, 0.547714, -0.254178], [0.794873, 0.249141, 0.057634], [1.869482, 0.502227, 0.849728], [2.021345, 1.581135, 1.567006], [-1.516881, -0.703680, -1.268523], [-2.730339, -1.702265, -1.976687], [2.453485, -0.409867, 1.065409], [1.129494, 3.030622, 2.015021], [-3.691079, -3.095027, -2.055410]], "forces_ev_per_a": [[-1.15, -1.31, -0.91], [1.38, 2.50, 1.08], [-0.75, -2.69, 0.61], [-0.46, 0.88, -0.54], [0.03, 0.38, 0.03], [-0.01, -0.34, 0.23], [0.32, 0.68, -0.31], [0.47, -0.45, -0.10], [0.17, 0.36, -0.08]], "lowdin_charge": [-0.045, -0.166, -0.362, -0.289, 0.783, -0.736, 0.115, 0.838, 0.862]}

***

Entry 3:
{"formula": "C10H11BrN2OS", "method": "ωB97M-V/def2-TZVPD", "multiplicity": 1, "charge": 0, "homo_lumo_gap_ev": [8.31, 8.31], "homo_energy_ev": [-8.353, -8.353], "elements": ["C", "C", "C", "C", "C", "C", "C", "C", "C", "C", "N", "N", "O", "S", "Br", "H", "H", "H", "H", "H", "H", "H", "H", "H", "H", "H"], "xyz": [[0.453384, -0.301079, -1.476336], [-0.403176, 0.806708, 0.493948], [-0.769734, -1.051699, -1.600427], [-1.582762, 0.064766, 0.415941], [0.584171, 0.670193, -0.458580], [-1.754985, -0.827369, -0.615736], [5.139451, 0.615045, 0.688708], [3.295408, -0.577811, 1.032814], [-4.041369, -1.118139, -0.080090], [1.788058, 1.519789, -0.584366], [4.468073, -0.181127, 1.424489], [2.996557, 0.670857, -0.724912], [-2.940593, -1.556716, -0.804636], [4.407504, 1.361094, -0.640859], [3.232154, -2.094854, -0.199242], [1.264929, -0.242857, -2.177842], [-0.388563, 1.656825, 1.280307], [-0.980250, -1.535763, -2.520864], [-2.354122, 0.018810, 1.184261], [6.182676, 0.850180, 0.947377], [2.670039, -0.723829, 1.793195], [-3.736061, -1.233252, 1.005500], [-4.923817, -1.678754, -0.254041], [-4.306556, -0.024830, -0.166337], [1.749950, 2.031400, -1.581639], [1.910205, 2.337774, 0.201483]], "forces_ev_per_a": [[-2.55, 0.00, 0.72], [-0.58, 1.87, 1.37], [2.01, 2.48, 1.04], [-0.01, -0.71, 0.44], [-0.32, -1.01, -0.29], [-0.48, -1.24, -1.46], [1.47, 0.09, 0.39], [1.65, -0.96, -4.28], [0.81, 1.61, 2.83], [1.50, 1.93, -0.45], [0.80, 0.79, 0.29], [-2.15, -1.65, 2.22], [0.97, 0.61, -0.86], [1.95, 1.89, -0.59], [0.04, -0.23, 0.55], [-0.09, -0.74, -0.57], [0.36, -1.62, -1.28], [-0.21, -0.87, -0.33], [0.46, 0.81, -0.08], [-0.49, 0.02, -0.42], [-3.53, -0.28, 2.47], [-1.00, -0.05, -0.77], [-0.46, -0.85, -0.53], [0.50, -0.86, -0.43], [-0.31, 0.06, 0.78], [-0.35, -1.08, -0.74]], "lowdin_charge": [-0.031, -0.040, 0.041, -0.043, -0.281, -0.259, -0.466, -0.547, -0.126, -0.274, -0.072, -0.506, -0.096, 0.932, 0.677, 0.096, 0.143, 0.102, 0.097, 0.093, 0.027, 0.096, 0.074, 0.112, 0.123, 0.128]}

***

Entry 4:
{"formula": "C2H9NOS2", "method": "ωB97M-V/def2-TZVPD", "multiplicity": 2, "charge": -1, "homo_lumo_gap_ev": [6.40, 5.98], "relative_energy_ev": 0.000, "homo_energy_ev": [-3.382, -2.966], "elements": ["N", "C", "C", "S", "S", "H", "H", "H", "H", "H", "H", "H", "H", "H", "O"], "xyz": [[-0.377166, -1.165586, 0.905898], [0.776185, -0.626127, 1.559334], [2.113972, -1.228540, 1.111204], [2.405163, -2.794705, 2.071577], [-1.422426, 1.225809, -0.807221], [-1.175136, -1.395536, 1.488123], [-0.852668, -0.409705, 0.337051], [0.829750, 0.450842, 1.363762], [0.732893, -0.775398, 2.660504], [2.127466, -1.596607, 0.087146], [2.953494, -0.575725, 1.319416], [3.461708, -3.299322, 1.404783], [-3.577719, 4.083505, -3.783732], [-3.724807, 4.063346, -5.259036], [-4.270711, 4.043748, -4.458809]], "forces_ev_per_a": [[-1.26, -0.02, -0.94], [0.20, 0.16, 0.77], [0.10, -1.25, 0.15], [-0.04, 0.07, 0.16], [-0.17, 0.48, -0.27], [0.59, -0.31, 0.66], [0.94, -0.48, 0.01], [0.06, 0.05, 0.08], [-0.03, 0.27, -0.39], [-0.26, 0.63, -0.17], [0.02, 0.22, -0.08], [-0.15, 0.23, -0.02], [-0.35, -0.19, 0.25], [-0.41, -0.07, 0.04], [0.76, 0.21, -0.26]], "lowdin_spin": [0.006, 0.000, 0.000, 0.000, 0.981, 0.000, 0.015, 0.000, 0.000, 0.000, 0.000, 0.000, 0.000, 0.000, 0.000]}

***

Entry 5:
{"formula": "C4H14N2O", "method": "ωB97M-V/def2-TZVPD", "multiplicity": 2, "charge": 1, "homo_lumo_gap_ev": [3.30, 7.31], "relative_energy_ev": 3.668, "homo_energy_ev": [-6.711, -10.738], "elements": ["C", "C", "C", "C", "N", "N", "H", "H", "H", "H", "H", "H", "H", "H", "H", "H", "H", "H", "H", "H", "O"], "xyz": [[0.913797, -0.849066, 0.491415], [-0.097846, 0.114418, -0.127120], [-1.495903, -0.297712, -0.526829], [-2.660087, 0.360701, -0.245147], [-4.043366, -0.216233, -0.326270], [1.974959, -0.129658, 1.262608], [1.362513, -1.534113, -0.241669], [0.398204, -1.521179, 1.171697], [0.363249, 0.665723, -0.996519], [-0.194197, 0.963872, 0.573438], [-1.623573, -1.136493, -1.264791], [-2.757411, 1.389424, 0.049395], [-4.734320, 0.332677, -0.821418], [-4.328430, -0.372919, 0.632270], [-4.081460, -1.097561, -0.800111], [1.587287, 0.600548, 1.874267], [3.086315, 0.285713, 0.215591], [2.358918, -0.744506, 1.979514], [4.191831, 0.541103, -1.514507], [5.107853, 1.055900, -0.247979], [4.238527, 0.889763, -0.608976]], "forces_ev_per_a": [[-0.95, -0.79, -0.07], [-0.40, 1.95, -0.70], [0.89, -3.21, -0.88], [-1.02, 2.43, -0.09], [0.92, -0.22, 0.31], [2.24, 0.46, -1.83], [0.21, 0.49, 0.11], [-0.20, 0.09, 0.29], [0.15, -0.67, 0.39], [-0.22, -0.32, 0.16], [0.68, 0.70, 0.52], [0.04, 0.25, 0.20], [0.07, 0.66, 0.12], [-0.80, -0.27, 0.39], [0.40, -0.93, -0.22], [0.01, 0.32, -0.99], [-1.05, 0.17, 2.15], [0.50, -0.33, -0.54], [0.71, 0.24, 0.34], [0.52, -0.23, -0.19], [-2.70, -0.78, 0.53]], "lowdin_spin": [0.019, 0.062, 0.359, 0.366, 0.066, 0.006, 0.001, 0.006, 0.017, 0.000, 0.032, 0.030, 0.004, 0.025, 0.003, 0.000, 0.001, 0.001, 0.000, 0.000, 0.001]}

***

- Which formula does entry 4 have?
  C2H9NOS2

***

- Number 1 is which compound?
  C5H13NO3